Record 1
{
  "formula": "C27H49NP2Tc",
  "method": "ωB97M-V/def2-TZVPD",
  "symbols": ["P", "P", "C", "C", "H", "H", "H", "H", "C", "H", "H", "H", "C", "H", "H", "H", "C", "H", "H", "H", "C", "H", "H", "H", "Tc", "C", "C", "C", "C", "C", "C", "C", "C", "C", "H", "H", "H", "H", "H", "H", "H", "H", "H", "H", "H", "H", "H", "H", "H", "C", "C", "C", "C", "C", "C", "C", "C", "N", "C", "C", "C", "C", "H", "H", "H", "H", "H", "H", "H", "H", "H", "H", "H", "H", "H", "H", "H", "H", "H", "H"],
  "positions_angstrom": [[-0.2723, 2.2681, 2.4567], [-2.0273, 2.6631, -0.7745], [-0.6844, 3.8190, 1.5125], [-2.0035, 3.6257, 0.7730], [0.1569, 4.0757, 0.8398], [-0.7782, 4.6296, 2.2502], [-2.7553, 3.1106, 1.3832], [-2.4286, 4.6111, 0.5499], [-0.9557, 3.6189, -1.8921], [-0.7149, 3.0643, -2.8002], [-0.0450, 3.9103, -1.3582], [-1.5049, 4.5257, -2.1776], [-3.6305, 3.3608, -1.3900], [-3.5361, 4.4501, -1.4520], [-4.4474, 3.1516, -0.6901], [-3.9092, 3.0047, -2.3815], [0.8665, 2.8490, 3.7604], [1.8003, 2.2103, 3.5772], [0.4435, 2.6558, 4.7465], [1.0988, 3.9015, 3.6087], [-1.8043, 1.8690, 3.3397], [-2.6344, 1.8703, 2.6330], [-1.9667, 2.6140, 4.1413], [-1.7646, 0.8660, 3.7585], [1.3576, 0.9957, 2.0901], [-1.5937, -0.0363, -4.0251], [-0.4842, 0.7077, -3.8600], [0.5718, 0.8131, -2.7946], [-0.0147, 0.6675, -1.3777], [-1.3444, 0.0070, -1.4033], [-2.5363, 0.8159, -1.1598], [-3.4879, 0.3477, -2.2735], [-2.6989, -0.6329, -3.2016], [1.1441, -0.2872, 3.6866], [-1.7766, -0.2925, -5.0867], [-0.1407, 1.2010, -4.7931], [1.0599, 1.7894, -2.8723], [1.3764, 0.0556, -2.9273], [0.6723, 0.1383, -0.7114], [-0.0067, 1.6629, -0.8786], [-1.3801, -0.9668, -0.8832], [-2.9794, 0.5383, -0.1878], [-3.9571, 1.1468, -2.8620], [-4.2907, -0.2328, -1.7992], [-2.3519, -1.5038, -2.6174], [-3.4108, -1.0225, -3.9382], [0.5793, -1.1734, 3.3558], [0.6084, 0.1516, 4.5449], [2.1279, -0.6444, 4.0345], [0.2017, -5.5533, 1.7332], [0.3699, -4.3459, 0.8663], [0.1703, -4.5059, -0.5120], [0.3241, -3.4142, -1.3733], [0.1273, -3.5747, -2.8497], [0.7516, -2.2156, -0.8409], [1.0116, -2.0095, 0.5405], [0.7742, -3.1165, 1.3858], [1.6954, -0.8180, 0.9651], [3.1527, -0.9352, 0.9224], [3.6404, -2.0382, 1.8638], [3.6107, -1.3549, -0.4825], [3.7457, 0.4235, 1.2959], [-0.6297, -6.1791, 1.3816], [1.0963, -6.1916, 1.6945], [0.0083, -5.2907, 2.7748], [-0.1266, -5.4740, -0.9096], [1.0462, -3.9420, -3.3349], [-0.6709, -4.2892, -3.0923], [-0.1341, -2.6246, -3.3355], [0.9706, -1.4419, -1.5847], [0.9844, -3.0286, 2.4582], [3.3191, -3.0195, 1.4980], [4.7317, -2.0259, 1.8659], [3.2791, -1.9003, 2.8798], [3.2493, -0.6477, -1.2496], [4.7086, -1.3537, -0.5004], [3.2758, -2.3725, -0.7290], [3.2025, 0.9877, 2.1317], [4.7571, 0.2197, 1.6510], [3.8106, 1.0610, 0.4122]],
  "forces_ev_per_a": [[-2.807, 2.080, 1.085], [-3.127, 1.466, -3.366], [0.075, -0.734, 0.185], [0.019, -0.451, 0.762], [-0.412, -0.104, 0.325], [-0.067, -0.185, -0.245], [0.145, 0.481, 0.064], [0.010, -0.320, -0.502], [0.358, -0.043, -0.003], [0.017, 0.048, 0.140], [-0.003, -0.121, -0.319], [0.164, -0.262, 0.168], [-0.122, 0.423, 0.497], [-0.025, -0.175, 0.071], [0.069, -0.140, -0.150], [0.195, -0.043, 0.170], [-0.060, -0.366, -1.021], [0.115, 0.691, 0.913], [0.419, -0.242, -0.077], [0.371, -0.172, 0.109], [-0.278, 0.291, 0.091], [-0.095, -0.082, 0.344], [-0.150, -0.370, -0.424], [0.213, 0.021, 0.116], [2.459, -3.973, -1.856], [0.037, 0.202, -1.223], [0.715, -0.290, -1.281], [-0.310, 0.479, 0.884], [0.913, -0.051, 0.201], [2.005, -0.040, 3.528], [0.573, 0.119, 1.292], [-0.411, 0.115, -0.805], [-0.473, -0.542, 0.095], [-0.618, -0.013, 0.833], [-0.161, 0.969, 0.394], [-0.022, -0.805, 0.363], [0.176, -0.159, -0.083], [-0.605, 0.343, -0.354], [-0.221, 0.108, -0.388], [-0.331, -0.212, -0.218], [0.068, 0.358, -0.685], [0.017, 0.172, -0.112], [0.183, -0.344, 0.103], [0.084, 0.307, -0.139], [-0.403, 0.236, -0.346], [-0.087, 0.011, 0.278], [0.072, 0.356, 0.043], [0.273, -0.178, -0.171], [-0.241, 0.254, -0.144], [-0.106, -0.456, 0.305], [-0.122, -0.243, -0.661], [-0.086, 0.752, 0.284], [-0.065, -0.962, 0.535], [-0.043, 0.020, -0.629], [0.555, 0.981, 0.167], [-0.393, -1.220, -0.769], [0.315, 0.835, 0.173], [-0.719, 1.167, 0.569], [0.003, -0.677, -0.492], [0.082, -0.245, 0.109], [0.312, 0.270, -0.358], [-0.058, -0.270, -0.107], [0.179, 0.230, 0.102], [-0.148, 0.227, 0.071], [0.075, -0.039, -0.063], [0.039, 0.132, 0.105], [-0.263, 0.096, 0.177], [0.229, 0.135, 0.184], [0.103, -0.124, 0.135], [-0.016, -0.393, 0.560], [-0.142, -0.114, -0.448], [0.084, 0.248, 0.171], [-0.049, -0.021, 0.070], [0.080, -0.051, 0.069], [0.150, -0.282, 0.220], [-0.211, 0.058, -0.044], [0.113, 0.435, 0.096], [1.568, -0.335, -0.058], [-0.087, 0.532, 0.253], [-0.097, 0.203, 0.129]],
  "mulliken_charge": [1.339, 1.031, -1.170, -1.223, 0.447, 0.623, 0.582, 0.605, -1.201, 0.259, 0.439, 0.478, -1.745, 0.576, 0.449, 0.455, -1.128, 0.225, 0.449, 0.490, -1.441, 0.455, 0.457, 0.398, -0.438, -0.341, -0.763, -1.191, 1.078, -0.805, 0.810, -1.129, -0.419, -1.050, 0.405, 0.333, 0.533, 0.455, -0.252, -0.839, 0.372, 0.721, 0.226, 0.413, 0.235, 0.573, 0.202, 0.461, 0.337, -1.716, 0.171, -0.843, 0.270, -1.642, -0.545, -0.161, -0.633, 1.499, 1.494, -1.563, -1.509, -1.633, 0.410, 0.317, 0.395, 0.466, 0.404, 0.385, 0.186, 0.375, 0.480, 0.434, 0.557, 0.188, 0.214, 0.544, 0.303, 0.466, 0.459, 0.453],
  "multiplicity": 4,
  "homo_lumo_gap_ev": [7.28, 6.36],
  "total_charge": 2,
  "lumo_ev": [-6.1903, -7.3316],
  "total_energy_ev": -51037.9434
}


Record 2
{
  "formula": "C27H49NP2Ti",
  "method": "ωB97M-V/def2-TZVPD",
  "symbols": ["P", "P", "C", "C", "H", "H", "H", "H", "C", "H", "H", "H", "C", "H", "H", "H", "C", "H", "H", "H", "C", "H", "H", "H", "Ti", "C", "C", "C", "C", "C", "C", "C", "C", "C", "H", "H", "H", "H", "H", "H", "H", "H", "H", "H", "H", "H", "H", "H", "H", "C", "C", "C", "C", "C", "C", "C", "C", "N", "C", "C", "C", "C", "H", "H", "H", "H", "H", "H", "H", "H", "H", "H", "H", "H", "H", "H", "H", "H", "H", "H"],
  "positions_angstrom": [[2.2076, -2.2936, -3.0456], [2.4725, -3.5276, 0.1948], [3.4948, -3.5513, -2.4418], [3.0091, -4.4420, -1.2928], [4.4124, -3.0061, -2.1626], [3.7411, -4.1687, -3.3239], [2.1645, -5.0717, -1.6113], [3.8128, -5.1025, -0.9312], [4.0148, -3.0213, 1.0184], [3.7477, -2.4424, 1.9131], [4.6261, -2.4074, 0.3422], [4.5871, -3.9024, 1.3265], [1.6965, -4.7269, 1.3272], [2.4407, -5.3864, 1.7949], [0.9650, -5.3311, 0.7745], [1.1832, -4.1617, 2.1194], [3.1398, -1.5440, -4.4562], [2.4949, -0.7981, -4.9380], [3.4178, -2.3103, -5.2001], [4.0608, -1.0572, -4.0976], [1.0610, -3.3870, -3.9165], [0.5939, -4.0685, -3.1970], [1.5588, -3.9391, -4.7126], [0.3105, -2.7306, -4.3662], [-0.3886, 1.2303, -0.7868], [-0.4966, -0.6696, 1.0272], [0.7444, -0.0481, 1.0357], [2.0158, -0.3950, 0.3206], [2.2548, 0.0718, -1.1380], [1.0690, -0.0470, -2.0735], [0.4700, -1.3992, -2.3041], [-0.1388, -2.1592, -1.1281], [-1.0867, -1.5639, -0.0190], [-2.0365, 1.1912, -1.9537], [-1.1977, -0.3879, 1.8261], [0.9055, 0.6923, 1.8251], [2.0904, -1.5169, 0.2987], [2.8913, -0.0360, 0.9035], [2.6366, 1.1018, -1.1772], [3.1314, -0.5163, -1.4968], [1.2361, 0.4906, -3.0211], [-0.2357, -1.4138, -3.1483], [0.7280, -2.5917, -0.5773], [-0.6439, -3.0624, -1.5245], [-1.9986, -1.0901, -0.4294], [-1.4612, -2.4798, 0.4891], [-2.8638, 0.6619, -1.4614], [-1.7877, 0.7049, -2.9120], [-2.3308, 2.2437, -2.1286], [-5.9680, 3.2230, 1.5631], [-4.6284, 2.7248, 2.0158], [-4.4074, 2.4732, 3.3732], [-3.1773, 2.0175, 3.8451], [-2.9935, 1.7494, 5.3081], [-2.1234, 1.8796, 2.9427], [-2.2988, 2.2194, 1.5918], [-3.5714, 2.5667, 1.1170], [-1.1923, 2.2243, 0.7196], [-0.3604, 3.4311, 0.6017], [-1.2271, 4.6713, 0.3993], [0.4565, 3.6233, 1.8646], [0.5519, 3.1899, -0.5896], [-6.7941, 2.5900, 1.9099], [-6.1769, 4.2322, 1.9415], [-6.0155, 3.2600, 0.4711], [-5.2281, 2.6149, 4.0898], [-3.0262, 2.6696, 5.8989], [-3.7788, 1.0994, 5.7070], [-2.0345, 1.2681, 5.5033], [-1.1408, 1.5155, 3.2824], [-3.7321, 2.7326, 0.0420], [-1.8540, 4.8416, 1.2792], [-0.5963, 5.5575, 0.2339], [-1.8866, 4.5584, -0.4696], [1.0464, 2.7307, 2.0928], [1.1514, 4.4669, 1.7445], [-0.2101, 3.8124, 2.7084], [1.2522, 4.0168, -0.7452], [1.2542, 2.2911, -0.4485], [-0.0109, 3.1154, -1.5576]],
  "forces_ev_per_a": [[-0.366, -2.512, -1.052], [0.052, 0.005, 0.007], [-0.200, 0.295, 0.576], [0.281, -0.585, 0.280], [-0.374, -0.072, -0.079], [-0.207, 0.344, 0.188], [0.280, 0.084, 0.049], [-0.106, -0.067, -0.577], [0.145, -0.394, 0.116], [0.189, -0.079, -0.246], [-0.166, -0.080, 0.257], [0.090, 0.189, 0.014], [0.323, -0.272, 0.085], [-0.267, 0.043, -0.111], [0.122, 0.146, 0.219], [0.115, -0.231, -0.244], [-0.263, 0.803, 0.504], [0.277, -0.102, -0.011], [-0.316, 0.092, 0.524], [-0.399, -0.086, -0.113], [0.245, -0.392, -0.686], [-0.017, 0.094, -0.279], [-0.082, -0.247, 0.066], [0.046, -0.524, -0.107], [-1.716, -0.638, 2.164], [1.280, 1.197, -0.443], [-1.014, -0.542, 0.485], [0.923, -0.336, -0.486], [-0.045, -0.122, -0.120], [-1.788, 1.727, 1.145], [1.185, 1.910, 1.024], [0.354, -1.194, 0.243], [0.607, -0.909, -0.739], [-0.148, 0.261, -0.547], [0.255, 0.083, -0.431], [-0.371, -0.410, -0.015], [-0.150, 1.144, 0.046], [-0.689, -0.130, -0.103], [-0.003, -0.164, 0.080], [-0.098, -0.158, -0.078], [0.061, -0.227, 0.225], [0.744, 0.025, 0.060], [-0.662, 0.270, -0.089], [-0.008, 0.570, 0.083], [0.252, -0.142, 0.087], [-0.025, 0.597, -0.141], [0.140, 0.238, -0.059], [-0.114, 0.128, 0.266], [-0.013, -0.473, 0.000], [-0.398, 0.033, -0.305], [0.095, 0.027, 0.342], [-0.094, -0.080, -0.040], [-0.133, 0.139, -0.075], [0.071, -0.237, 0.335], [0.223, 0.093, -0.222], [-0.431, -0.288, 0.719], [0.176, -0.008, -0.075], [0.576, -1.116, -2.685], [-0.714, 0.174, 1.022], [0.049, 0.346, -0.628], [0.720, 0.139, 0.119], [1.330, 0.387, -0.542], [0.260, 0.036, -0.020], [0.172, -0.192, -0.059], [-0.052, 0.040, 0.129], [0.337, -0.051, -0.355], [0.011, -0.018, -0.160], [0.074, 0.073, -0.138], [-0.016, 0.021, 0.017], [-0.466, 0.329, -0.082], [0.134, 0.074, 0.541], [0.158, -0.068, -0.147], [-0.169, -0.226, 0.118], [0.069, 0.027, 0.125], [0.015, 0.119, 0.015], [-0.218, -0.140, 0.179], [0.113, 0.044, -0.111], [-0.172, -0.161, 0.008], [-0.297, 1.114, -0.099], [0.220, 0.216, 0.037]],
  "mulliken_charge": [0.933, 1.121, -1.074, -1.147, 0.445, 0.596, 0.469, 0.576, -1.342, 0.406, 0.357, 0.464, -1.321, 0.421, 0.402, 0.393, -1.265, 0.400, 0.441, 0.377, -1.463, 0.347, 0.524, 0.381, -1.035, -1.035, 0.169, 1.448, -1.706, -0.958, 0.704, -0.113, -1.262, -1.113, 0.736, 0.617, -2.479, 1.086, 0.411, 0.929, 0.441, 0.964, -1.342, 0.481, 0.324, 0.725, 0.404, 0.445, 0.395, -1.687, 0.494, -0.636, 0.265, -1.739, 0.159, -1.183, 0.027, 1.369, 1.752, -1.731, -1.565, -1.161, 0.397, 0.345, 0.356, 0.450, 0.353, 0.390, 0.361, 0.403, 0.255, 0.375, 0.471, 0.373, 0.221, 0.477, 0.404, 0.706, 0.235, 0.392],
  "homo_lumo_gap_ev": 6.41,
  "total_charge": 2,
  "lumo_ev": -6.7071,
  "de_lowest_ev": 0.0000,
  "total_energy_ev": -71958.4849
}